(1)
Formula: C43H44As2N11O8SY
Source: the Open Molecules 2025 dataset
Level of theory: ωB97M-V/def2-TZVPD

Properties
Energy, a.u.: -7777.3605
Relative energy (zero: lowest compared OMol25 entry of this formula, charge and spin), kJ/mol: 27.09
Charge: 0

Each line ends with the Löwdin charge.
Positions of all 110 atoms, in Å:
Y 0.1798 -0.6073 -0.2546  1.144
C -2.1025 4.4748 2.9653  -0.088
C -0.9935 3.6669 3.6274  -0.247
N 0.0182 3.1818 2.6975  -0.028
C -0.1141 2.0733 1.9221  -0.780
S 1.3336 1.5590 1.1107  0.627
N -1.3293 1.5543 1.8950  -0.011
N -1.4505 0.3254 1.2816  -0.080
C -2.6382 -0.1782 1.2881  -0.283
C -3.8365 0.5481 1.8218  -0.019
C -2.8022 -1.5888 0.8461  -0.252
C -4.0503 -2.1382 0.5919  -0.001
C -4.1339 -3.4823 0.2676  -0.039
C -2.9769 -4.2424 0.2290  -0.031
C -1.7721 -3.6081 0.4864  -0.120
N -1.6854 -2.3152 0.7737  0.022
H -2.8406 4.7907 3.7080  0.075
H -2.6008 3.8653 2.2130  0.033
H -1.6970 5.3651 2.4781  0.077
H -1.4238 2.8136 4.1551  0.103
H -0.4740 4.2851 4.3598  0.113
H 0.9536 3.5405 2.7610  0.100
H -3.5257 1.4639 2.3114  0.056
H -4.3793 -0.0780 2.5330  0.091
H -4.5240 0.7926 1.0053  0.090
H -4.9398 -1.5225 0.6285  0.113
H -5.0955 -3.9338 0.0525  0.114
H -2.9997 -5.2969 -0.0109  0.112
H -0.8334 -4.1505 0.4535  0.114
O -1.5847 -0.4293 -3.7526  0.072
C -1.4204 -1.1423 -2.7799  -0.591
O -1.5683 -0.7945 -1.5341  -0.184
C -0.9990 -2.5817 -2.9935  -0.062
C -1.5546 -3.2792 -4.0403  0.071
C -1.1874 -4.5959 -4.2804  -0.136
C -0.1978 -5.2007 -3.5383  0.073
C 0.4147 -4.4730 -2.5428  -0.062
C -0.0023 -3.1738 -2.1629  -0.305
O 0.4953 -2.5798 -1.1302  -0.262
N 1.5768 -5.0931 -1.8890  -0.330
O 1.5196 -6.2817 -1.6259  0.081
O 2.5011 -4.3682 -1.5693  0.053
N -1.8223 -5.3404 -5.3753  -0.358
O -2.6909 -4.7736 -6.0121  0.071
O -1.4462 -6.4790 -5.5903  0.067
H -2.2821 -2.7973 -4.6809  0.137
H 0.1184 -6.2103 -3.7564  0.134
C 4.6189 -1.6918 -0.1479  -0.276
As 2.8328 -1.7133 0.6305  1.124
C 2.9109 -3.5678 1.2665  -0.289
C 3.2015 -0.8320 2.3526  -0.465
C 4.3830 -0.1483 2.6026  -0.115
C 4.5461 0.5741 3.7803  -0.084
C 3.5286 0.6053 4.7217  -0.084
C 2.3487 -0.0936 4.4862  -0.108
C 2.1765 -0.8036 3.3080  -0.461
As 0.5257 -1.7374 2.8295  1.147
C 0.8824 -3.3330 3.9185  -0.275
C -0.7787 -1.0049 4.0763  -0.288
H 4.9718 -0.6894 -0.3707  0.008
H 4.5578 -2.2622 -1.0739  0.034
H 5.3087 -2.1833 0.5321  0.040
H 3.3039 -3.5838 2.2750  0.026
H 3.5612 -4.1293 0.6029  0.021
H 1.9243 -4.0234 1.2339  0.010
H 5.1846 -0.1604 1.8738  0.087
H 5.4674 1.1166 3.9564  0.102
H 3.6500 1.1718 5.6366  0.101
H 1.5564 -0.0681 5.2254  0.094
H 1.1960 -2.9974 4.9035  0.030
H 1.6472 -3.9652 3.4851  -0.003
H -0.0420 -3.9037 4.0059  0.029
H -0.4810 -1.2082 5.1009  0.024
H -1.7219 -1.5128 3.8784  0.026
H -0.9172 0.0636 3.9255  0.009
N 5.0786 2.3409 -1.0278  0.186
C 5.1942 1.7174 -2.2355  -0.496
O 6.1896 1.8128 -2.9261  0.067
C 4.0349 0.8676 -2.6736  -0.124
C 4.0275 0.3430 -3.9592  0.022
C 2.9650 -0.4508 -4.3495  -0.008
C 1.9443 -0.7049 -3.4436  -0.070
N 1.9519 -0.2209 -2.1992  0.023
C 2.9858 0.5453 -1.8407  -0.184
H 5.8354 2.9433 -0.7555  0.114
H 4.2151 2.4047 -0.5179  0.080
H 4.8567 0.5678 -4.6193  0.128
H 2.9154 -0.8728 -5.3452  0.116
H 1.0913 -1.3053 -3.7329  0.110
H 2.9556 0.9085 -0.8225  0.029
N -6.7945 7.6460 -0.5492  0.156
C -5.9040 6.9418 -0.7372  -0.177
C -4.7841 6.0567 -0.9715  -0.227
C -3.8243 6.3812 -1.9275  -0.015
C -2.7559 5.5335 -2.1572  0.004
C -2.6328 4.3629 -1.4213  -0.166
C -3.5910 4.0312 -0.4713  -0.005
C -4.6648 4.8717 -0.2509  -0.013
N -1.5244 3.5059 -1.6175  0.007
C -0.2634 3.8463 -2.0926  -0.026
C 0.4732 2.7132 -2.0159  -0.123
N -0.2991 1.6774 -1.5163  0.000
C -1.4747 2.1879 -1.2959  -0.149
H -3.9223 7.2972 -2.4967  0.125
H -2.0334 5.7756 -2.9262  0.115
H -3.4853 3.1240 0.1123  0.094
H -5.4104 4.6189 0.4933  0.126
H 0.0005 4.8456 -2.3965  0.118
H 1.5021 2.5830 -2.3022  0.093
H -2.3323 1.6205 -0.9709  0.129


(2)
Formula: C43H44BrCl3N2O9P
Source: the Open Molecules 2025 dataset
Level of theory: ωB97M-V/def2-TZVPD

Properties
Energy, a.u.: -6747.3115
Charge: +1

Each line ends with the Löwdin charge.
Positions of all 103 atoms, in Å:
C -0.7508 1.4151 3.7148  -0.119
C -1.3234 0.4224 2.7084  -0.246
C -0.3560 -0.2222 1.7108  -0.602
Cl 0.9667 0.8779 1.3082  0.782
N 0.1237 -1.6528 2.0372  -0.298
P 0.9044 -2.0952 3.6727  0.697
O -0.1904 -1.4405 4.6471  -0.313
Br 2.5748 -0.6603 3.8771  0.443
C -1.1344 -2.5130 1.9822  -0.118
C -0.9552 -3.7029 1.0669  -0.331
C -2.0831 -4.7470 1.1521  -0.606
Cl -2.9253 -4.7893 2.7173  0.686
C -2.9774 -4.4373 -0.0735  -0.750
C -2.4665 -5.2071 -1.2891  -0.093
Cl -4.7123 -4.7628 0.1552  0.631
O 0.2875 -4.3049 1.3320  -0.039
C 1.3460 -3.5681 0.7466  -0.411
C 1.4544 -3.7287 -0.7702  -0.091
C 1.6240 -5.1378 -1.3831  -0.111
C 1.5772 -6.3550 -0.4840  -0.229
O 1.7671 -7.4728 -1.3364  -0.180
C 2.3912 -8.5602 -0.6947  -0.103
C 2.6142 -4.0528 1.4843  -0.129
O 3.7359 -4.2223 0.6273  -0.084
N 4.4088 -2.9923 0.4959  -0.022
O 5.2696 -3.0755 -0.2683  0.114
C 1.1422 -2.0342 0.9813  -0.141
H -1.5462 1.6671 4.4145  0.089
H 0.0690 1.0195 4.3027  0.035
H -0.4441 2.3442 3.2447  0.068
H -2.0488 0.9600 2.0991  0.128
H -1.8881 -0.3342 3.2460  0.103
H -0.8797 -0.3392 0.7645  0.092
H -0.3763 -2.0849 5.3435  0.089
H -1.3943 -2.8066 2.9929  0.068
H -1.9600 -1.9058 1.6196  0.145
H -0.9908 -3.3137 0.0465  0.130
H -1.6201 -5.7211 1.0385  0.102
H -2.8904 -3.3690 -0.2570  0.072
H -1.6837 -4.6476 -1.8018  0.078
H -2.0958 -6.1905 -1.0112  0.088
H -3.2686 -5.3435 -2.0071  0.073
H 0.5839 -3.2563 -1.2283  0.110
H 2.2930 -3.1071 -1.0838  0.124
H 2.5611 -5.1777 -1.9332  0.125
H 0.8425 -5.2782 -2.1287  0.115
H 2.3576 -6.3620 0.2776  0.105
H 0.6024 -6.4670 -0.0012  0.118
H 3.3607 -8.2744 -0.2775  0.090
H 2.5649 -9.3337 -1.4356  0.091
H 1.7649 -8.9667 0.1039  0.090
H 2.4250 -5.0229 1.9315  0.138
H 2.9137 -3.3698 2.2769  0.077
H 0.8065 -1.5701 0.0573  0.095
H 2.1024 -1.5895 1.2202  0.070
C -5.5966 -0.9441 -4.1801  -0.045
C -5.5863 -0.0181 -5.2174  -0.039
C -4.4660 0.7637 -5.4437  0.010
C -3.3522 0.6294 -4.6273  -0.078
C -3.3677 -0.2886 -3.5732  -0.086
C -4.4909 -1.0793 -3.3592  0.000
C -2.2025 -0.4235 -2.6645  -0.266
O -2.2080 -1.2268 -1.7471  0.065
C -1.0232 0.4566 -2.8923  -0.075
C 0.0591 0.3859 -2.0227  -0.023
C 1.1670 1.1895 -2.2237  -0.089
C 1.2035 2.0664 -3.3029  -0.039
C 0.1283 2.1447 -4.1713  0.018
C -0.9899 1.3473 -3.9656  -0.070
C -2.1507 1.4695 -4.8979  -0.272
O -2.1136 2.2299 -5.8376  0.129
H -6.4709 -1.5579 -4.0113  0.113
H -6.4553 0.0922 -5.8518  0.114
H -4.4476 1.4821 -6.2511  0.126
H -4.4937 -1.7943 -2.5482  0.115
H 0.0234 -0.3026 -1.1885  0.062
H 2.0073 1.1347 -1.5430  0.093
H 2.0720 2.6905 -3.4640  0.118
H 0.1450 2.8252 -5.0110  0.128
C 2.9335 3.8179 0.8530  -0.072
C 1.7911 3.8247 0.0578  -0.100
C 0.9825 4.9460 0.0082  0.006
C 1.3076 6.0653 0.7639  -0.077
C 2.4427 6.0529 1.5745  -0.077
C 3.2589 4.9292 1.6101  0.002
C 2.7931 7.2300 2.4253  -0.276
O 3.7831 7.2137 3.1235  0.113
C 1.8847 8.4092 2.3908  -0.084
C 2.1619 9.4971 3.2083  0.002
C 1.3363 10.6076 3.1820  -0.049
C 0.2341 10.6400 2.3346  -0.049
C -0.0501 9.5575 1.5204  0.001
C 0.7686 8.4360 1.5496  -0.084
C 0.4299 7.2717 0.6862  -0.277
O -0.5285 7.2899 -0.0555  0.110
H 3.5706 2.9422 0.8828  0.103
H 1.5342 2.9538 -0.5311  0.042
H 0.0958 4.9641 -0.6106  0.122
H 4.1423 4.9366 2.2334  0.122
H 3.0232 9.4649 3.8606  0.122
H 1.5517 11.4528 3.8217  0.111
H -0.4052 11.5123 2.3121  0.111
H -0.9061 9.5724 0.8605  0.122